(1)
Computed, not measured: an isolated ion of composition C2ClN4O2 and charge -1 at a distorted geometry, with ωB97M-V/def2-TZVPD.

```
! RIJCOSX wB97M-V def2-TZVPD def2/J DEFGRID3
* xyz -1 1
O 1.99 0.72 -1.03
C 1.40 1.07 -0.05
O 1.36 1.98 0.73
N 0.25 -0.05 0.30
N 0.32 -1.31 0.26
N -0.77 -1.93 0.02
N -1.81 -1.08 -0.16
C -1.44 0.12 -0.05
Cl -2.23 1.57 -0.13
*
```

## Properties
Energy relative to the best compared isomer or geometry (same formula, charge and spin) in eV: 1.803
HOMO level in eV: -5.3
SMILES string: O=C([O-])n1nnnc1Cl
Strongest force on any atom in eV/A: 5.70



(2)
Computed, not measured: C35H53IrN4OP2 as an isolated structure at a distorted geometry, with ωB97M-V/def2-TZVPD.

```
! RIJCOSX wB97M-V def2-TZVPD def2/J DEFGRID3
* xyz 3 6
C -1.50 -1.72 -1.85
C 0.65 -2.49 -1.35
C -1.57 -2.53 -2.98
C 0.52 -3.51 -2.34
C -0.58 -3.49 -3.18
H -2.43 -2.42 -3.64
H 1.33 -4.23 -2.46
H -0.68 -4.21 -3.99
N -0.49 -1.81 -0.98
P -2.62 -0.45 0.28
P 2.26 -0.86 0.37
C -2.53 -0.65 -1.56
H -2.21 0.29 -2.03
H -3.50 -0.89 -2.02
C 1.89 -2.06 -0.86
H 2.74 -2.67 -1.16
C 3.63 -0.04 -0.80
C 3.24 -1.54 1.94
C -3.43 1.24 0.48
C -3.76 -1.91 0.72
C 3.56 1.45 -0.47
H 3.80 1.64 0.58
H 4.29 1.98 -1.09
H 2.57 1.86 -0.68
C 5.07 -0.55 -0.63
H 5.49 -0.41 0.36
H 5.18 -1.60 -0.94
H 5.70 0.04 -1.32
C 3.30 -0.33 -2.27
H 3.87 0.36 -2.90
H 3.58 -1.35 -2.56
H 2.24 -0.19 -2.51
C 3.99 -0.34 2.54
H 3.29 0.46 2.81
H 4.50 -0.68 3.46
H 4.75 0.08 1.88
C 2.26 -2.05 3.01
H 1.61 -1.24 3.36
H 1.67 -2.89 2.65
H 2.84 -2.40 3.88
C 4.15 -2.71 1.57
H 4.96 -2.44 0.90
H 4.61 -3.09 2.50
H 3.57 -3.53 1.12
C -4.22 -1.74 2.18
H -4.78 -2.64 2.46
H -3.37 -1.65 2.87
H -4.89 -0.88 2.31
C -3.01 -3.25 0.59
H -2.72 -3.45 -0.45
H -2.12 -3.29 1.22
H -3.69 -4.04 0.92
C -4.99 -2.01 -0.20
H -5.61 -2.83 0.17
H -5.60 -1.10 -0.21
H -4.71 -2.26 -1.23
C -2.58 2.28 -0.25
H -2.58 2.15 -1.34
H -2.96 3.29 -0.03
H -1.54 2.25 0.09
C -3.45 1.61 1.98
H -2.44 1.69 2.37
H -3.94 2.58 2.09
H -4.00 0.88 2.58
C -4.87 1.27 -0.07
H -4.93 0.92 -1.10
H -5.56 0.71 0.56
H -5.22 2.32 -0.06
Ir -0.35 -0.57 0.77
C -0.69 -1.67 2.20
O -0.91 -2.32 3.15
N 0.18 0.74 -0.72
C 0.63 0.74 -1.83
C 0.65 1.68 -2.95
C 0.41 3.04 -2.67
C 0.96 1.30 -4.27
C 0.47 3.99 -3.69
H 0.18 3.35 -1.64
C 1.04 2.26 -5.28
H 1.16 0.24 -4.48
C 0.81 3.61 -4.99
H 0.25 5.04 -3.47
H 1.27 1.96 -6.30
H 0.90 4.36 -5.77
C 0.60 4.45 3.00
N 0.48 3.00 2.96
C 0.44 2.14 4.04
C 0.21 0.89 3.55
N 0.10 0.98 2.17
C 0.27 2.27 1.84
H -0.27 4.91 3.49
H 1.50 4.74 3.56
H 0.67 4.84 1.98
H 0.59 2.46 5.06
H 0.09 -0.03 4.11
H 0.30 2.70 0.85
*
```

## Properties
Energy relative to the best compared isomer or geometry (same formula, charge and spin) in eV: 0.199
HOMO level (spin up / spin down) in eV: -13.6 / -17.1
Strongest force on any atom in eV/A: 5.00



(3)
Computed, not measured: one molecule with the formula C4H6N2S at a distorted geometry, with ωB97M-V/def2-TZVPD.

```
! RIJCOSX wB97M-V def2-TZVPD def2/J DEFGRID3
* xyz 0 1
C 1.91 -0.11 0.57
C 1.40 -1.32 1.15
C 0.26 -0.08 -1.10
C -2.11 1.32 -0.68
N 1.24 0.24 -0.52
N 0.32 -1.91 0.97
S -1.15 0.23 -1.87
H 2.96 0.07 0.71
H 2.07 -1.68 1.86
H -0.20 -1.48 0.18
H -2.43 2.14 -1.24
H -1.36 1.64 0.04
H -2.92 0.95 -0.07
*
```

## Properties
Energy relative to the best compared isomer or geometry (same formula, charge and spin) in eV: 3.756
HOMO level in eV: -7.9
Strongest force on any atom in eV/A: 3.21



(4)
Computed, not measured: a 3-piece molecular cluster, C16H37FNO10P2 overall at a distorted geometry, with ωB97M-V/def2-TZVPD.

```
! RIJCOSX wB97M-V def2-TZVPD def2/J DEFGRID3
* xyz -1 1
C -0.06 -2.03 -0.45
C -0.90 -2.37 -1.69
C -1.21 -3.87 -1.78
C -2.12 -1.44 -1.82
C -3.41 -1.97 -1.17
C -4.25 -0.93 -0.44
N -3.53 -0.51 0.79
C -5.57 -1.57 0.07
C -5.36 -2.88 0.84
C -6.73 -3.55 1.16
F -7.82 -2.76 0.79
C -4.65 0.31 -1.30
O -5.73 0.86 -0.99
O -3.88 0.70 -2.19
H 0.91 -2.54 -0.50
H 0.12 -0.96 -0.42
H -0.62 -2.32 0.44
H -0.25 -2.14 -2.54
H -0.40 -4.37 -2.31
H -2.15 -4.06 -2.32
H -1.31 -4.29 -0.78
H -1.88 -0.43 -1.50
H -2.32 -1.34 -2.89
H -3.10 -2.70 -0.41
H -4.01 -2.54 -1.88
H -4.06 0.25 1.19
H -2.62 -0.14 0.51
H -6.19 -1.71 -0.81
H -6.09 -0.87 0.72
H -4.85 -3.61 0.22
H -4.84 -2.71 1.77
H -6.85 -4.51 0.66
H -6.81 -3.66 2.24
C 6.67 1.17 3.89
O 6.04 0.75 2.67
P 6.95 -0.05 1.57
O 7.87 0.98 1.03
O 5.69 -0.38 0.64
C 4.97 0.70 0.03
O 7.64 -1.48 1.31
C 8.28 -1.63 0.04
H 5.89 1.39 4.61
H 7.31 0.38 4.30
H 7.27 2.06 3.71
H 5.62 1.54 -0.19
H 4.15 1.02 0.67
H 4.55 0.33 -0.91
H 9.27 -1.19 0.07
H 7.69 -1.18 -0.76
H 8.37 -2.70 -0.13
C 2.03 3.49 1.41
O 1.39 4.13 0.29
P -0.18 3.75 0.02
O -0.13 2.35 -0.47
O -0.32 4.86 -1.14
C 0.46 4.72 -2.33
O -1.64 4.02 0.59
C -2.74 3.47 -0.18
H 2.93 4.05 1.65
H 1.38 3.49 2.28
H 2.29 2.47 1.14
H 0.64 3.67 -2.56
H 1.41 5.25 -2.22
H -0.10 5.18 -3.14
H -2.86 2.41 0.04
H -2.58 3.60 -1.25
H -3.63 4.00 0.11
*
```

## Properties
HOMO level in eV: -4.2
Strongest force on any atom in eV/A: 5.47